Run i
A cluster of 2 separate species, C3H10NO in total. Source: the OMol25 dataset; level of theory: ωB97M-V with the def2-TZVPD basis set.

Atoms and positions in Å:
C1 -1.8459 1.3550 1.5283
O1 -0.6908 1.3864 0.6522
H1 -2.7026 1.7564 1.0009
H2 -1.6081 1.9121 2.4372
H3 -1.9612 0.3399 1.9014
H4 -0.3144 2.2470 0.6919
C2 0.5032 -1.4036 -1.8962
C3 1.6789 -0.8729 0.1918
N1 0.7143 -0.7124 -0.6189
H5 -0.0265 -2.3294 -1.6948
H6 -0.0928 -0.7789 -2.5576
H7 1.4585 -1.4984 -2.4082
H8 2.5301 -1.4374 -0.1477
H9 1.5730 -0.2945 1.0969
H10 -0.0625 -0.0933 -0.3357

Computed properties:
HOMO-LUMO gap = 10.14 eV
Charge = +1
LUMO level = -4.81 eV

---

Run ii
A cluster of 2 separate species, C3H10NO in total. Source: the OMol25 dataset; level of theory: ωB97M-V with the def2-TZVPD basis set.

Atoms and positions in Å:
C1 -2.4713 -0.2661 0.6704
N1 -1.7805 -1.5657 0.3790
H1 -3.4893 -0.4898 0.9628
H2 -1.9005 0.2754 1.4120
H3 -2.5425 0.3279 -0.2335
H4 -2.2289 -2.0699 -0.3908
H5 -1.7139 -2.1534 1.2096
H6 -0.8272 -1.3768 0.0570
O1 0.6393 1.3593 -0.6416
C2 1.7986 1.4302 -0.9829
C3 2.9300 0.7524 -0.2588
H7 2.0364 2.0055 -1.8892
H8 2.5054 0.1892 0.5668
H9 3.6212 1.5192 0.0756
H10 3.4232 0.0626 -0.9366

Computed properties:
HOMO-LUMO gap = 9.25 eV
Charge = +1
LUMO level = -3.87 eV

---

Ranked by calculated energy, most stable first: run ii, run i.